[1]
# C36H33N4OsSi

A structure of composition C36H33N4OsSi in a non-equilibrium geometry (the ωB97M-V functional and the def2-TZVPD basis, the Open Molecules 2025 dataset).

Output
- ΔE to the lowest compared entry with this formula, charge and spin: 119.8 kJ/mol
- HOMO: -16.00 eV
- Frontier orbital gap: 5.433 eV
- Total charge: +3

Positions of all 75 atoms, in Å:
Os -0.565 1.023 0.236
C -3.215 2.059 -0.615
N -1.817 2.509 -0.774
C -1.493 2.502 -2.209
C -0.031 2.282 -2.407
C 0.582 2.536 -3.621
C 1.931 2.262 -3.765
C 2.638 1.777 -2.675
C 1.962 1.540 -1.499
N 0.640 1.754 -1.367
C -1.564 3.825 -0.124
C -0.264 3.883 0.641
C 0.299 5.104 0.962
C 1.439 5.141 1.748
C 1.979 3.948 2.204
C 1.365 2.764 1.855
N 0.272 2.725 1.076
C -3.303 0.563 -0.757
C -4.275 -0.037 -1.531
C -4.388 -1.417 -1.513
C -3.592 -2.142 -0.640
C -2.637 -1.486 0.113
N -2.421 -0.154 -0.016
H -3.878 2.547 -1.334
H -3.562 2.321 0.385
H -1.841 3.419 -2.690
H -2.022 1.675 -2.692
H 0.005 2.942 -4.442
H 2.428 2.428 -4.712
H 3.699 1.578 -2.733
H 2.484 1.176 -0.624
H -2.371 4.015 0.586
H -1.589 4.638 -0.851
H -0.157 6.018 0.606
H 1.896 6.087 2.007
H 2.867 3.933 2.819
H 1.731 1.812 2.210
H -4.941 0.566 -2.134
H -5.114 -1.917 -2.142
H -3.717 -3.212 -0.544
H -0.882 -1.821 1.233
C -2.741 -4.122 3.170
C -2.162 -4.579 1.968
C -1.792 -3.682 1.021
C -1.913 -2.230 1.234
C -2.515 -1.835 2.526
C -2.911 -2.750 3.446
Si 1.037 -0.653 0.496
C 2.430 -0.981 1.662
C 3.485 -0.074 1.812
C 4.577 -0.385 2.612
C 4.622 -1.600 3.280
C 3.589 -2.517 3.134
C 2.493 -2.203 2.345
C 1.240 -1.738 -0.973
C 0.374 -1.592 -2.074
C 0.561 -2.330 -3.230
C 1.617 -3.235 -3.306
C 2.471 -3.411 -2.226
C 2.285 -2.673 -1.067
H -3.064 -4.849 3.908
H -2.028 -5.641 1.808
H -1.350 -4.012 0.086
H -2.637 -0.774 2.713
H -3.355 -2.438 4.381
H 3.477 0.876 1.287
H 5.391 0.320 2.717
H 5.456 -1.829 3.930
H 3.641 -3.473 3.637
H 1.685 -2.926 2.258
H -0.450 -0.886 -2.019
H -0.108 -2.209 -4.073
H 1.770 -3.804 -4.214
H 3.286 -4.119 -2.291
H 2.959 -2.816 -0.231

***

[2]
# C36H33N5O4S2V

A structure of composition C36H33N5O4S2V in a non-equilibrium geometry (the ωB97M-V functional and the def2-TZVPD basis, the Open Molecules 2025 dataset).

Output
- HOMO (spin up / spin down): -13.82 / -13.85 eV
- Frontier orbital gap (spin up / spin down): 7.167 / 7.756 eV
- Spin multiplicity: 2
- Total charge: +2

Positions of all 81 atoms, in Å:
V -1.129 0.665 -0.515
O -3.493 -1.800 -2.349
C -2.919 -0.801 -1.970
N -1.653 -0.753 -1.490
C -0.876 -1.949 -1.594
C 0.097 -1.958 -0.459
C 0.899 -3.056 -0.160
C 1.815 -2.954 0.871
C 1.903 -1.753 1.565
C 1.067 -0.709 1.212
N 0.185 -0.813 0.220
C -3.544 0.556 -1.913
C -4.760 0.835 -2.521
C -5.264 2.124 -2.424
C -4.515 3.077 -1.746
C -3.294 2.712 -1.186
N -2.831 1.471 -1.252
H -1.532 -2.834 -1.608
H -0.314 -1.934 -2.546
H 0.797 -3.962 -0.738
H 2.458 -3.787 1.117
H 2.616 -1.620 2.362
H 1.120 0.248 1.720
H -5.279 0.044 -3.040
H -6.214 2.378 -2.867
H -4.875 4.090 -1.647
H -2.681 3.440 -0.661
C 5.447 -1.188 -4.555
C 4.149 -0.568 -4.168
C 3.574 -0.841 -2.929
C 2.393 -0.229 -2.545
C 1.788 0.677 -3.401
C 2.324 0.945 -4.649
C 3.496 0.313 -5.028
S 0.345 1.582 -2.868
O 0.475 2.975 -3.142
O -0.862 0.927 -3.286
N 0.303 1.443 -1.187
C 1.153 2.232 -0.464
C 2.446 2.606 -0.782
C 3.165 3.455 0.070
C 2.609 3.965 1.216
C 1.284 3.629 1.570
C 0.597 4.141 2.690
C -0.709 3.768 2.890
C -1.324 2.867 2.009
N -0.702 2.339 0.975
C 0.570 2.731 0.736
H 5.642 -2.082 -3.972
H 6.261 -0.485 -4.375
H 5.456 -1.437 -5.611
H 4.068 -1.522 -2.253
H 1.960 -0.433 -1.574
H 1.830 1.648 -5.301
H 3.919 0.519 -5.998
H 2.914 2.253 -1.686
H 4.181 3.711 -0.189
H 3.167 4.637 1.850
H 1.091 4.828 3.362
H -1.275 4.171 3.712
H -2.361 2.584 2.150
C 0.671 -4.458 5.057
C -0.091 -3.385 4.354
C -0.722 -3.625 3.133
C -1.442 -2.631 2.496
C -1.537 -1.376 3.079
C -0.892 -1.106 4.279
C -0.179 -2.108 4.909
S -2.592 -0.087 2.390
C -4.140 -1.042 2.312
O -2.239 0.019 0.912
H 0.341 -5.447 4.751
H 0.567 -4.366 6.137
H 1.733 -4.370 4.823
H -0.685 -4.614 2.698
H -1.933 -2.835 1.555
H -0.968 -0.124 4.720
H 0.286 -1.911 5.863
H -3.981 -1.962 1.760
H -4.882 -0.436 1.800
H -4.474 -1.252 3.324

***

[3]
# C36H34As2IrNO5P

A structure of composition C36H34As2IrNO5P in a non-equilibrium geometry (the ωB97M-V functional and the def2-TZVPD basis, the Open Molecules 2025 dataset).

Output
- ΔE to the lowest compared entry with this formula, charge and spin: 0.0 kJ/mol
- HOMO: -10.77 eV
- Frontier orbital gap: 7.951 eV
- Total charge: +1

Positions of all 80 atoms, in Å:
Ir -0.219 -0.196 0.657
C 0.056 0.592 4.323
As -1.100 -0.159 2.968
C -2.828 0.371 3.661
C -1.006 -2.087 3.272
C -0.451 -2.562 4.456
C -0.357 -3.927 4.685
C -0.830 -4.824 3.738
C -1.392 -4.354 2.560
C -1.476 -2.989 2.313
As -2.229 -2.229 0.687
C -4.122 -2.476 1.089
C -1.973 -3.590 -0.673
H 0.098 1.667 4.151
H 1.055 0.177 4.223
H -0.344 0.401 5.318
H -2.966 -0.106 4.631
H -3.632 0.083 2.989
H -2.826 1.453 3.783
H -0.077 -1.878 5.206
H 0.087 -4.289 5.603
H -0.759 -5.889 3.915
H -1.756 -5.061 1.824
H -4.288 -3.508 1.392
H -4.713 -2.247 0.203
H -4.424 -1.808 1.893
H -2.379 -4.550 -0.360
H -0.911 -3.683 -0.891
H -2.494 -3.258 -1.571
O 2.226 1.145 0.133
C 1.050 1.316 0.304
C 0.407 2.674 0.190
C 1.129 3.832 0.437
C 0.489 5.061 0.362
C -0.856 5.131 0.022
C -1.571 3.973 -0.256
C -0.936 2.741 -0.172
P -1.656 1.108 -0.521
C -3.415 1.226 -0.104
C -4.384 0.610 -0.893
C -5.723 0.689 -0.537
C -6.103 1.392 0.597
C -5.143 2.021 1.379
C -3.804 1.935 1.031
C -1.684 0.963 -2.331
C -1.365 -0.229 -2.973
C -1.440 -0.313 -4.359
C -1.829 0.787 -5.105
C -2.155 1.979 -4.467
C -2.087 2.066 -3.088
H 2.178 3.759 0.693
H 1.039 5.969 0.572
H -1.350 6.092 -0.028
H -2.618 4.035 -0.524
H -4.096 0.075 -1.790
H -6.471 0.212 -1.156
H -7.149 1.462 0.865
H -5.438 2.585 2.254
H -3.056 2.443 1.627
H -1.047 -1.084 -2.395
H -1.186 -1.241 -4.854
H -1.879 0.721 -6.183
H -2.460 2.840 -5.047
H -2.346 2.998 -2.603
O 1.392 -0.936 1.840
C 2.402 -1.490 1.380
C 2.608 -2.003 0.069
C 3.813 -2.696 -0.140
C 4.051 -3.310 -1.333
C 3.106 -3.272 -2.366
C 1.931 -2.597 -2.187
C 1.642 -1.921 -0.974
O 0.510 -1.298 -0.905
N 5.311 -4.033 -1.533
O 6.101 -4.050 -0.611
O 5.474 -4.580 -2.604
H 3.229 -1.635 2.084
H 4.556 -2.752 0.645
H 3.326 -3.776 -3.296
H 1.198 -2.547 -2.981

***

[4]
# C36H34AsN4O9Rb

A structure of composition C36H34AsN4O9Rb in a non-equilibrium geometry (the ωB97M-V functional and the def2-TZVPD basis, the Open Molecules 2025 dataset).

Output
- ΔE to the lowest compared entry with this formula, charge and spin: 86.0 kJ/mol
- HOMO: -2.90 eV
- Frontier orbital gap: 6.761 eV
- Total charge: -2

Positions of all 85 atoms, in Å:
Rb -0.126 -0.273 -0.176
O 1.154 -4.190 0.829
C 1.122 -3.915 2.203
C -0.295 -3.742 2.746
N -0.872 -2.472 2.337
C -0.805 -1.434 3.361
C -0.536 -0.046 2.714
O -1.524 0.619 2.347
O 0.661 0.214 2.446
C -2.105 -2.539 1.582
C -1.980 -2.604 0.023
O -0.866 -2.912 -0.460
O -2.999 -2.264 -0.612
H 0.457 -3.662 0.369
H 1.700 -3.010 2.448
H 1.604 -4.763 2.716
H -0.283 -3.832 3.843
H -0.906 -4.566 2.365
H 0.033 -1.664 4.019
H -1.737 -1.398 3.951
H -2.722 -1.672 1.822
H -2.686 -3.429 1.881
O 1.430 -0.556 -2.451
C 2.274 -0.311 -3.289
C 3.001 0.935 -3.484
C 3.942 0.978 -4.500
C 4.669 2.133 -4.761
C 4.456 3.292 -3.974
C 3.540 3.273 -2.975
C 2.740 2.105 -2.659
O 1.885 2.135 -1.760
N 5.613 2.155 -5.814
O 6.208 3.205 -6.068
O 5.740 1.161 -6.535
H 2.557 -1.103 -4.023
H 4.108 0.096 -5.105
H 5.030 4.182 -4.184
H 3.360 4.150 -2.361
N -6.152 2.310 0.918
C -4.892 2.142 0.316
C -4.516 0.933 -0.260
C -3.263 0.828 -0.843
N -2.372 1.815 -0.877
C -2.760 2.979 -0.365
C -3.988 3.199 0.232
H -6.507 1.437 1.282
H -6.121 2.994 1.658
H -5.150 0.054 -0.227
H -2.972 -0.143 -1.233
H -2.037 3.790 -0.414
H -4.216 4.173 0.651
C -0.983 3.989 5.141
C -1.561 4.436 3.963
C -0.973 4.138 2.743
C 0.200 3.393 2.672
C 0.771 2.950 3.859
C 0.186 3.246 5.083
As 0.885 2.883 0.904
C 0.811 4.710 0.145
C 1.098 5.863 0.875
C 0.991 7.120 0.300
C 0.593 7.247 -1.024
C 0.308 6.110 -1.763
C 0.416 4.851 -1.182
C 2.803 2.816 1.294
C 3.314 1.670 1.899
C 4.680 1.539 2.113
C 5.556 2.530 1.702
C 5.059 3.658 1.070
C 3.693 3.799 0.867
H -1.444 4.210 6.097
H -2.479 5.013 3.987
H -1.442 4.496 1.833
H 1.672 2.354 3.836
H 0.645 2.885 5.996
H 1.399 5.767 1.912
H 1.217 8.004 0.887
H 0.507 8.229 -1.476
H 0.001 6.195 -2.800
H 0.215 3.959 -1.768
H 2.635 0.876 2.189
H 5.057 0.640 2.589
H 6.624 2.416 1.856
H 5.737 4.430 0.722
H 3.321 4.678 0.359

***

[5]
# C36H34IN7O3S2Ti

A structure of composition C36H34IN7O3S2Ti in a non-equilibrium geometry (the ωB97M-V functional and the def2-TZVPD basis, the Open Molecules 2025 dataset).

Output
- ΔE to the lowest compared entry with this formula, charge and spin: 0.0 kJ/mol
- HOMO (spin up / spin down): -15.79 / -15.81 eV
- Frontier orbital gap (spin up / spin down): 6.576 / 6.434 eV
- Spin multiplicity: 2
- Total charge: +3

Positions of all 84 atoms, in Å:
Ti 13.614 10.207 12.256
C 13.164 8.290 16.046
C 13.681 8.660 14.822
N 13.115 9.634 14.079
C 12.044 10.285 14.641
C 11.532 9.847 15.877
N 12.073 8.871 16.554
C 11.599 11.416 13.878
C 10.467 12.195 14.119
C 10.169 13.273 13.288
C 11.063 13.544 12.229
C 12.173 12.743 12.036
N 12.439 11.675 12.832
C 13.171 12.935 10.987
C 13.390 14.145 10.306
N 14.328 14.267 9.397
C 15.091 13.216 9.139
C 14.923 12.019 9.825
N 13.963 11.864 10.744
C 8.951 14.074 13.465
C 8.295 14.605 12.351
C 7.125 15.323 12.546
N 6.618 15.511 13.743
C 7.219 15.036 14.810
C 8.398 14.306 14.728
H 13.612 7.497 16.626
H 14.532 8.141 14.396
H 10.664 10.311 16.318
H 9.810 11.943 14.936
H 10.874 14.383 11.579
H 12.812 15.031 10.528
H 15.862 13.346 8.392
H 15.576 11.177 9.613
H 8.662 14.453 11.348
H 6.584 15.755 11.716
H 6.746 15.242 15.761
H 8.882 13.964 15.630
O 15.309 10.786 12.795
S 16.703 11.439 12.653
C 17.889 10.011 12.459
C 17.209 8.651 12.478
C 16.968 8.091 11.071
C 16.183 6.791 11.101
S 14.358 7.053 11.285
O 14.252 8.468 11.876
C 13.917 7.340 9.555
C 13.588 6.265 8.739
C 13.150 6.514 7.447
C 13.042 7.820 6.989
C 13.386 8.886 7.808
C 13.820 8.645 9.100
C 17.126 11.857 14.354
C 18.428 12.228 14.665
C 18.740 12.531 15.980
C 17.756 12.490 16.956
C 16.452 12.152 16.622
C 16.128 11.837 15.313
H 18.602 10.113 13.273
H 18.404 10.184 11.515
H 16.258 8.727 13.017
H 17.843 7.955 13.030
H 17.936 7.897 10.603
H 16.444 8.826 10.450
H 16.490 6.175 11.946
H 16.313 6.210 10.190
H 13.673 5.252 9.099
H 12.893 5.692 6.797
H 12.684 8.015 5.992
H 13.322 9.901 7.443
H 14.069 9.469 9.769
H 19.194 12.291 13.908
H 19.752 12.796 16.242
H 18.004 12.732 17.977
H 15.688 12.138 17.382
H 15.115 11.567 15.026
N 9.672 9.861 11.553
C 10.762 9.127 11.354
O 11.903 9.639 11.339
C 10.568 7.650 11.215
I 11.288 6.790 13.072
H 9.739 10.862 11.680
H 8.744 9.467 11.522
H 11.171 7.222 10.417
H 9.526 7.364 11.105

***

[6]
# C36H34N6O6PRbSSe4

A structure of composition C36H34N6O6PRbSSe4 in a non-equilibrium geometry (the ωB97M-V functional and the def2-TZVPD basis, the Open Molecules 2025 dataset).

Output
- ΔE to the lowest compared entry with this formula, charge and spin: 35.0 kJ/mol
- HOMO: -2.56 eV
- Frontier orbital gap: 6.053 eV
- Total charge: -2

Positions of all 89 atoms, in Å:
Rb -1.342 0.074 0.368
Se -3.570 -4.103 2.582
Se -5.098 -2.413 2.895
C -4.850 -1.346 1.282
C -5.080 0.017 1.352
C -4.894 0.770 0.196
C -4.505 0.137 -0.972
C -4.316 -1.238 -0.933
N -4.489 -1.973 0.172
C -1.923 -3.318 3.234
C -1.881 -2.443 4.313
C -0.645 -1.980 4.728
C 0.496 -2.406 4.062
C 0.350 -3.276 2.998
N -0.841 -3.739 2.582
H -5.361 0.478 2.290
H -5.043 1.843 0.216
H -4.324 0.668 -1.899
H -4.010 -1.767 -1.830
H -2.793 -2.122 4.792
H -0.567 -1.283 5.554
H 1.478 -2.054 4.355
H 1.215 -3.610 2.432
O -1.832 -0.024 -2.178
N -1.220 -0.086 -3.344
C 0.097 -0.438 -3.326
C 0.850 -0.562 -4.462
C 0.235 -0.300 -5.687
C -1.095 0.051 -5.708
C -1.892 0.153 -4.537
S -3.560 0.517 -4.583
H 0.505 -0.581 -2.333
H 1.893 -0.843 -4.377
H 0.802 -0.355 -6.610
H -1.601 0.260 -6.638
O 0.677 0.691 6.274
C 1.714 0.631 5.468
O 2.845 0.442 5.885
C 1.462 0.805 4.008
C 2.481 0.937 3.091
N 1.915 1.068 1.888
N 0.580 1.023 1.933
C 0.270 0.862 3.218
C -1.185 0.672 3.621
O -1.446 0.827 4.854
O -2.001 0.358 2.735
H -0.211 0.804 5.735
H 3.550 0.951 3.239
H 2.383 1.193 0.989
Se 3.268 4.034 0.009
P 4.038 2.727 -1.496
Se 3.729 0.599 -1.319
C 3.461 3.356 -3.115
C 2.519 2.657 -3.857
C 2.022 3.190 -5.045
C 2.480 4.418 -5.499
C 3.416 5.129 -4.752
C 3.893 4.608 -3.558
C 5.866 2.940 -1.618
C 6.608 2.992 -0.435
C 7.996 3.042 -0.475
C 8.662 3.038 -1.698
C 7.932 2.971 -2.875
C 6.541 2.917 -2.836
H 2.174 1.695 -3.498
H 1.266 2.645 -5.600
H 2.104 4.828 -6.430
H 3.758 6.099 -5.092
H 4.592 5.175 -2.955
H 6.080 2.996 0.511
H 8.559 3.084 0.451
H 9.746 3.084 -1.731
H 8.446 2.954 -3.831
H 5.978 2.849 -3.757
C 2.940 -3.137 0.281
N 1.666 -3.641 -0.213
C 1.605 -5.037 -0.598
C 0.617 -2.779 -0.347
C -0.626 -3.289 -1.043
O 0.692 -1.628 0.069
H 3.749 -3.503 -0.354
H 3.126 -3.460 1.311
H 2.932 -2.052 0.253
H 2.273 -5.608 0.048
H 1.915 -5.196 -1.638
H 0.600 -5.435 -0.470
H -0.374 -3.770 -1.991
H -1.279 -2.438 -1.239
H -1.159 -3.996 -0.401

***

The records above give, respectively, total energy values of -1989.8787 -3706.3614 -6740.1936 -4548.3616 -3944.0259 -12541.8135 Eh.